{
  "formula": "CH2IOP",
  "method": "ωB97M-V/def2-TZVPD",
  "energy_ev": -20504.309,
  "e_above_lowest_kj_mol": 139.87,
  "e_homo_ha": -0.3288,
  "species": ["C", "O", "P", "I", "H", "H"],
  "positions_angstrom": [[-0.3675, 0.5545, -0.0937], [2.2292, -0.0741, 0.1363], [0.8730, -0.6098, -0.0146], [-2.5001, 0.0972, -0.0271], [-0.3345, 1.5630, -0.6677], [0.4968, -1.8239, 0.6376]],
  "forces_ev_per_angstrom": [[-1.2, 0.0, -1.4], [1.0, -0.8, -0.3], [-1.8, 2.5, 0.7], [1.3, -0.1, 0.0], [0.7, -2.0, 1.3], [0.0, 0.4, -0.3]],
  "mulliken_charge": [-0.408, -0.524, 0.461, 0.036, 0.318, 0.116]
}